{"formula": "C35H40AsBr2ClCrNO2SSeSi", "method": "the ωB97M-V functional and the def2-TZVPD basis", "elements": ["Cr", "Br", "C", "C", "C", "Br", "C", "C", "C", "C", "N", "C", "C", "O", "H", "H", "H", "H", "C", "S", "O", "C", "C", "C", "C", "C", "C", "H", "H", "H", "H", "H", "H", "H", "H", "C", "Si", "C", "C", "Se", "H", "H", "H", "H", "H", "H", "H", "H", "H", "C", "As", "C", "C", "C", "C", "C", "C", "C", "C", "H", "H", "H", "H", "H", "H", "H", "H", "H", "H", "H", "H", "H", "Cl", "C", "C", "C", "C", "C", "C", "C", "H", "H", "H", "H", "H", "H"], "xyz": [[-0.01, 0.22, -0.39], [-3.33, -3.05, 1.51], [-3.37, -1.15, 1.55], [-4.46, -0.49, 2.10], [-4.45, 0.89, 2.16], [-5.96, 1.76, 2.95], [-3.38, 1.67, 1.68], [-3.27, 3.09, 1.73], [-2.12, 3.69, 1.18], [-1.11, 2.95, 0.64], [-1.16, 1.58, 0.60], [-2.29, 0.95, 1.12], [-2.27, -0.45, 1.04], [-1.20, -1.02, 0.51], [-5.31, -1.04, 2.48], [-4.06, 3.68, 2.17], [-2.02, 4.77, 1.20], [-0.23, 3.40, 0.21], [3.44, -1.81, -0.15], [1.75, -2.38, -0.01], [0.97, -1.54, -1.00], [1.97, -3.93, -0.85], [2.16, -5.06, -0.08], [2.41, -6.28, -0.71], [2.44, -6.34, -2.09], [2.21, -5.21, -2.85], [1.98, -3.99, -2.23], [3.70, -1.83, -1.20], [4.08, -2.47, 0.44], [3.45, -0.79, 0.22], [2.11, -5.00, 1.00], [2.56, -7.17, -0.12], [2.63, -7.29, -2.58], [2.21, -5.27, -3.94], [1.77, -3.08, -2.80], [3.11, 4.06, -2.83], [3.59, 2.99, -1.39], [4.05, 4.07, 0.06], [5.06, 1.94, -1.84], [1.89, 1.70, -0.75], [3.94, 4.71, -3.14], [2.25, 4.68, -2.57], [2.82, 3.43, -3.68], [4.88, 4.75, -0.19], [4.36, 3.44, 0.90], [3.19, 4.66, 0.37], [5.90, 2.55, -2.19], [4.79, 1.23, -2.63], [5.38, 1.36, -0.97], [-0.16, -1.13, 3.59], [1.06, -0.10, 2.47], [0.81, 1.61, 3.36], [2.78, -0.67, 3.32], [2.89, -0.44, 4.80], [2.45, -1.40, 5.71], [2.55, -1.18, 7.08], [3.10, 0.00, 7.57], [3.55, 0.96, 6.66], [3.44, 0.74, 5.29], [-0.12, -2.19, 3.32], [-1.18, -0.78, 3.40], [0.07, -1.00, 4.64], [1.47, 2.36, 2.91], [1.00, 1.53, 4.42], [-0.22, 1.93, 3.19], [3.55, -0.13, 2.79], [2.87, -1.73, 3.08], [2.02, -2.32, 5.35], [2.19, -1.93, 7.78], [3.18, 0.18, 8.63], [3.99, 1.89, 7.02], [3.79, 1.49, 4.59], [0.17, -1.45, -4.20], [-1.40, -1.62, -3.42], [-2.12, -2.77, -3.68], [-3.38, -2.95, -3.14], [-3.91, -1.94, -2.35], [-3.18, -0.79, -2.10], [-1.88, -0.60, -2.58], [-1.10, 0.60, -2.19], [-1.68, -3.53, -4.33], [-3.93, -3.86, -3.33], [-4.90, -2.05, -1.92], [-3.61, -0.01, -1.47], [-1.75, 1.43, -1.94], [-0.39, 0.90, -2.95]], "s2": 6.13, "fmax_ha_per_bohr": 0.0231, "e_tot_ev": -368460.4057, "multiplicity": 5, "homo_lumo_gap_ha": [0.15482, 0.23712], "total_charge": -1}

***

{"formula": "C26H32NO6Re", "method": "the ωB97M-V functional and the def2-TZVPD basis", "elements": ["O", "C", "C", "H", "H", "C", "H", "H", "C", "H", "H", "H", "C", "H", "H", "H", "Re", "C", "C", "C", "H", "C", "C", "H", "H", "H", "H", "C", "C", "C", "H", "C", "C", "H", "H", "H", "H", "O", "C", "C", "H", "H", "C", "H", "H", "C", "H", "H", "H", "H", "O", "C", "O", "C", "C", "C", "C", "C", "C", "N", "O", "O", "H", "H", "H", "H"], "xyz": [[-0.89, 1.85, -4.04], [0.21, 2.79, -3.75], [-0.76, 3.97, -3.59], [0.86, 2.91, -4.63], [0.76, 2.52, -2.83], [-1.87, 2.89, -3.75], [-0.70, 4.64, -4.45], [-0.73, 4.51, -2.64], [-2.73, 3.11, -4.97], [-2.13, 3.34, -5.85], [-3.40, 3.95, -4.74], [-3.37, 2.25, -5.22], [-2.69, 2.77, -2.49], [-2.08, 2.97, -1.61], [-3.21, 1.79, -2.40], [-3.46, 3.56, -2.50], [0.59, -0.13, 0.55], [0.95, 1.85, 1.19], [2.13, 1.10, 1.52], [2.62, 0.49, 0.31], [2.59, 0.99, 2.49], [1.85, 1.00, -0.79], [0.77, 1.79, -0.25], [0.01, 2.31, -0.83], [0.40, 2.48, 1.88], [3.45, -0.19, 0.23], [2.13, 0.89, -1.84], [-1.77, -1.02, 2.25], [-1.77, 0.32, 1.80], [-1.51, 0.32, 0.36], [-2.07, 1.19, 2.38], [-1.37, -1.08, -0.03], [-1.42, -1.87, 1.16], [-1.35, -2.95, 1.14], [-2.11, -1.37, 3.22], [-1.79, 1.10, -0.35], [-1.45, -1.47, -1.02], [0.36, -0.94, -1.95], [-0.51, -1.11, -3.16], [0.25, -1.90, -4.21], [-0.84, -0.12, -3.54], [-1.40, -1.69, -2.89], [1.47, -2.46, -3.47], [0.50, -1.28, -5.08], [-0.37, -2.69, -4.59], [1.41, -1.95, -2.02], [2.42, -2.11, -3.91], [1.48, -3.56, -3.46], [2.33, -1.46, -1.66], [1.17, -2.77, -1.30], [0.75, -3.75, 2.18], [1.04, -2.60, 2.50], [1.30, -1.63, 1.61], [1.14, -2.22, 3.95], [1.07, -0.90, 4.42], [1.04, -0.64, 5.79], [1.08, -1.69, 6.73], [1.24, -3.01, 6.28], [1.25, -3.26, 4.91], [0.90, -1.43, 8.11], [0.78, -0.23, 8.46], [0.85, -2.38, 8.91], [1.00, -0.06, 3.72], [0.95, 0.38, 6.15], [1.32, -3.81, 7.02], [1.32, -4.30, 4.57]], "s2": 3.78, "fmax_ha_per_bohr": 0.0830, "e_tot_ev": -43372.0556, "multiplicity": 4, "homo_lumo_gap_ha": [0.25622, 0.26675], "total_charge": 1}